a) DFT (ωB97M-V/def2-TZVPD) results for a single C2H3ClF2 molecule.

highest occupied orbital energy	-11.148	eV
charge	0
structure (SMILES)	FC[C@H](F)Cl

The geometry in XYZ format:
```
8
Properties=species:S:1:pos:R:3:mulliken_charge:R:1
F 2.12 -0.86 -0.12 -0.264
C 1.27 0.11 0.34 -0.278
C -0.11 0.29 -0.44 0.101
F -0.21 1.60 0.02 -0.218
Cl -1.61 -0.61 0.08 -0.159
H 1.64 1.25 0.04 0.225
H 1.22 0.07 1.51 0.275
H 0.29 -0.05 -1.41 0.317
```

=====

b) DFT (ωB97M-V/def2-TZVPD) results for a single C2H3ClF2 molecule.

highest occupied orbital energy	-10.789	eV
charge	0
structure (SMILES)	FC[C@H](F)Cl

The geometry in XYZ format:
```
8
Properties=species:S:1:pos:R:3:mulliken_charge:R:1
F -1.24 -1.16 -0.02 -0.244
C -0.83 0.18 -0.16 -0.150
C 0.65 0.13 0.25 0.073
F 1.51 1.21 -0.16 -0.243
Cl 1.57 -1.43 -0.15 -0.139
H -0.79 0.31 -1.20 0.172
H -1.72 0.93 -0.06 0.289
H 0.85 -0.17 1.48 0.242
```

=====

The data favor a); the next most stable structure lies 0.444 eV above it.

=====

a) DFT (ωB97M-V/def2-TZVPD) results for a single C8H12N2 molecule.

highest occupied orbital energy (spin up / spin down)	-7.840 / -8.160	eV
charge	0

The geometry in XYZ format:
```
22
Properties=species:S:1:pos:R:3:mulliken_charge:R:1
C -1.56 2.15 -1.26 -0.998
C -0.47 2.66 -0.39 -0.734
C -0.22 0.10 -0.63 -1.257
C -1.21 -1.14 1.30 -0.293
C -1.00 1.24 -0.17 1.462
C 0.20 -0.89 0.44 1.711
C 1.37 -0.39 1.34 -1.468
C 0.59 -2.14 -0.30 -2.330
N -1.78 -0.05 1.53 -0.245
N -1.57 1.13 1.12 -0.523
H -2.49 2.51 -1.16 0.326
H -1.33 2.01 -2.23 0.347
H 0.48 2.60 -0.91 0.295
H -0.90 3.31 0.36 0.337
H -0.49 -0.53 -1.56 0.171
H -1.52 -2.14 1.23 0.417
H 2.13 -0.13 0.51 0.292
H 1.81 -1.12 2.02 0.398
H 1.05 0.31 1.99 0.474
H 1.13 -2.81 0.28 0.483
H 1.03 -2.04 -1.22 0.500
H -0.22 -2.72 -0.59 0.637
```

=====

b) DFT (ωB97M-V/def2-TZVPD) results for a single C8H12N2 molecule.

highest occupied orbital energy	-9.716	eV
charge	0
structure (SMILES)	C[C@]1(C#N)NC[C@@H]2C[C@@]21C

The geometry in XYZ format:
```
22
Properties=species:S:1:pos:R:3:mulliken_charge:R:1
C 0.87 -0.57 1.85 -1.565
C 0.71 0.07 0.49 1.163
C 1.94 -0.02 -0.34 -0.285
N 2.66 0.22 -1.17 -0.548
N 0.22 1.37 0.76 -0.511
C -0.40 1.92 -0.46 -0.670
C -1.01 0.66 -1.08 -0.548
C -1.81 -0.13 -0.04 -1.067
C -0.38 -0.47 -0.41 1.432
C -0.06 -1.83 -0.99 -1.442
H 1.62 -0.08 2.49 0.381
H 1.14 -1.63 1.65 0.358
H -0.10 -0.31 2.31 0.326
H 1.08 1.97 1.07 0.335
H 0.32 2.35 -1.16 0.353
H -1.08 2.70 0.01 0.307
H -1.35 0.89 -2.08 0.350
H -1.95 0.23 0.93 0.213
H -2.52 -0.80 -0.45 0.383
H -0.68 -1.92 -1.89 0.434
H -0.26 -2.68 -0.25 0.249
H 1.03 -1.94 -1.23 0.348
```

=====

The data favor b); the next most stable structure lies 4.474 eV above it.

=====

a) DFT (ωB97M-V/def2-TZVPD) results for a 4-piece molecular cluster, C5H15NO3 overall.

highest occupied orbital energy (spin up / spin down)	-14.093 / -14.091	eV
⟨S²⟩	0.760
spin multiplicity	2
charge	+1

The geometry in XYZ format:
```
24
Properties=species:S:1:pos:R:3:lowdin_spin:R:1
C 0.77 1.92 0.82 0.022
C -0.59 1.18 0.81 0.067
C -1.26 1.11 -0.53 0.299
C -0.62 0.74 -1.69 0.218
N -1.39 0.58 -2.90 0.306
C -1.91 -0.54 -3.07 0.016
H 1.59 1.45 0.34 0.000
H 1.02 2.32 1.84 0.005
H 0.46 2.96 0.37 0.000
H -1.46 1.77 1.49 0.014
H -0.46 0.24 1.39 0.023
H -2.29 1.25 -0.43 0.010
H 0.47 0.69 -1.74 0.006
H -2.21 -0.95 -4.07 0.003
H -1.96 -1.42 -2.47 0.008
H -1.97 -1.72 2.56 0.000
H -0.51 -1.48 3.22 0.000
O -1.06 -2.10 2.77 0.001
H 1.08 -1.55 0.11 0.000
H 1.81 -2.57 0.94 0.000
O 1.20 -2.49 0.28 0.000
H 2.44 -0.30 -0.27 0.000
H 3.78 -0.67 -0.14 0.000
O 3.08 -0.41 0.36 0.000
```

=====

b) DFT (ωB97M-V/def2-TZVPD) results for a 2-piece molecular cluster, C5H15NO3 overall.

highest occupied orbital energy (spin up / spin down)	-14.407 / -14.403	eV
⟨S²⟩	0.755
spin multiplicity	2
charge	+1

The geometry in XYZ format:
```
24
Properties=species:S:1:pos:R:3:lowdin_spin:R:1
C 1.87 0.76 1.72 0.080
N 1.56 0.23 0.41 0.605
C 0.16 0.15 0.06 0.078
C -0.05 0.60 -1.41 0.038
C 0.54 -0.34 -2.46 0.003
O -1.45 0.71 -1.56 0.004
C -0.40 -1.28 0.33 0.052
O -1.79 -1.17 0.38 0.059
H 1.33 0.25 2.53 0.040
H 1.61 1.82 1.78 0.015
H 2.95 0.68 1.89 0.001
H 2.06 -0.64 0.21 0.016
H -0.38 0.84 0.70 0.000
H 0.39 1.59 -1.52 0.002
H -0.02 -1.27 -2.52 0.001
H 1.58 -0.59 -2.26 0.000
H 0.52 0.10 -3.45 0.001
H -1.73 0.73 -2.49 0.001
H -0.06 -1.99 -0.42 0.002
H -0.12 -1.62 1.33 0.000
H -2.10 -0.65 -0.36 0.001
H -1.91 -0.10 1.78 0.000
H -2.73 0.63 2.82 0.000
O -1.85 0.56 2.49 0.001
```

=====

The data favor b); the next most stable structure lies 3.452 eV above it.

=====

a) DFT (ωB97M-V/def2-TZVPD) results for a 2-piece molecular cluster, C2H5O2S overall.

highest occupied orbital energy (spin up / spin down)	-3.585 / -2.952	eV
charge	-1

The geometry in XYZ format:
```
10
Properties=species:S:1:pos:R:3:mulliken_charge:R:1
C 1.58 -1.29 0.13 -0.594
C -1.25 1.03 0.37 -0.805
O 2.56 0.94 1.08 -0.590
O 3.52 0.08 -1.05 -0.587
S 2.32 0.29 -0.23 0.512
H 0.71 -1.06 0.83 0.143
H 1.20 -1.47 -0.95 0.124
H -1.49 -0.04 0.76 0.215
H -1.06 1.81 1.06 0.279
H -0.78 1.09 -0.49 0.302
```

=====

b) DFT (ωB97M-V/def2-TZVPD) results for a 2-piece molecular cluster, C2H5O2S overall.

highest occupied orbital energy	-3.037	eV
charge	-1

The geometry in XYZ format:
```
10
Properties=species:S:1:pos:R:3:mulliken_charge:R:1
C 1.84 -0.54 0.32 -0.845
S 1.17 0.99 -0.46 -0.684
H 2.01 -1.37 -0.37 0.259
H 2.77 -0.29 0.83 0.249
H 1.20 -0.95 1.11 0.241
O -3.15 1.04 -0.66 -0.530
C -2.12 0.65 -0.16 0.300
O -1.55 -0.49 -0.53 -0.441
H -1.59 1.28 0.56 0.289
H -0.56 -0.31 -0.64 0.163
```

=====

The data favor b); the next most stable structure lies 5.002 eV above it.

=====

a) DFT (ωB97M-V/def2-TZVPD) results for a 3-piece molecular cluster, C7H13NO2 overall.

highest occupied orbital energy	-8.217	eV
charge	0
structure (SMILES)	Cc1ccccc1N.O.O

The geometry in XYZ format:
```
23
Properties=species:S:1:pos:R:3:mulliken_charge:R:1
C 0.78 1.06 -1.62 -1.391
C 0.13 0.58 -0.36 0.768
C -1.19 1.15 -0.17 -0.761
C -2.00 0.56 0.82 -0.618
C -1.70 -0.65 1.33 -0.238
C -0.42 -1.24 1.19 -0.905
C 0.55 -0.47 0.47 0.947
N 1.78 -1.18 0.23 -0.526
H 1.64 1.75 -1.19 0.259
H 1.09 0.41 -2.36 0.350
H 0.16 1.74 -2.30 0.362
H -1.23 2.09 -0.69 0.414
H -2.81 1.19 1.25 0.323
H -2.58 -1.31 1.85 0.179
H -0.21 -2.21 1.58 0.385
H 2.00 -1.88 0.83 0.185
H 2.58 -0.65 0.07 0.284
O 2.18 0.77 2.09 -0.616
H 1.65 1.53 2.38 0.330
H 2.49 0.98 1.24 0.294
O -1.90 -1.33 -2.51 -0.641
H -1.19 -1.95 -2.41 0.328
H -1.80 -0.93 -1.72 0.287
```

=====

b) DFT (ωB97M-V/def2-TZVPD) results for a single C7H13NO2 molecule.

highest occupied orbital energy	-9.300	eV
charge	0
structure (SMILES)	CCC12COCN1COC2

The geometry in XYZ format:
```
23
Properties=species:S:1:pos:R:3:mulliken_charge:R:1
C -0.69 0.03 -2.31 -1.140
C -1.25 0.12 -0.88 -1.174
C -0.34 -0.09 0.18 1.551
C 0.16 -1.57 0.19 -0.977
O 1.51 -1.43 -0.42 -0.405
C 2.01 -0.26 0.29 -0.403
N 0.95 0.76 0.26 -0.202
C 0.77 1.40 1.54 -0.713
O -0.14 0.66 2.21 -0.402
C -1.14 0.19 1.36 -0.776
H 0.30 0.31 -2.63 0.329
H -1.63 0.46 -2.91 0.304
H -0.68 -1.06 -2.77 0.235
H -2.20 -0.66 -0.78 0.241
H -1.75 1.13 -0.99 0.494
H -0.29 -2.22 -0.56 0.329
H 0.41 -1.83 1.19 0.470
H 2.93 0.10 -0.35 0.228
H 2.38 -0.29 1.37 0.359
H 1.67 1.42 1.95 0.642
H 0.39 2.37 1.11 0.317
H -1.69 -0.65 1.91 0.290
H -1.70 1.14 1.05 0.402
```

=====

The data favor a); the next most stable structure lies 2.127 eV above it.

=====

a) DFT (ωB97M-V/def2-TZVPD) results for a 4-piece molecular cluster, H8O4 overall.

highest occupied orbital energy	-11.318	eV
charge	0
structure (SMILES)	O.O.O.O

The geometry in XYZ format:
```
12
Properties=species:S:1:pos:R:3:mulliken_charge:R:1
O 6.87 -4.34 -6.77 -0.639
H 6.51 -5.11 -6.33 0.328
H 6.25 -3.64 -6.57 0.312
O 8.51 -4.57 -3.02 -0.631
H 8.54 -4.10 -2.18 0.317
H 8.89 -3.96 -3.65 0.324
O 5.73 -6.74 -4.65 -0.653
H 6.15 -7.60 -4.58 0.318
H 6.32 -6.15 -4.18 0.335
O 3.12 -6.25 -7.39 -0.631
H 3.66 -6.30 -6.60 0.312
H 3.05 -5.31 -7.58 0.308
```

=====

b) DFT (ωB97M-V/def2-TZVPD) results for a 4-piece molecular cluster, H8O4 overall.

highest occupied orbital energy	-11.554	eV
charge	0
structure (SMILES)	O.O.O.O

The geometry in XYZ format:
```
12
Properties=species:S:1:pos:R:3:mulliken_charge:R:1
O 0.06 0.13 1.59 -0.630
H -0.12 -0.89 1.60 0.323
H 0.97 0.10 1.37 0.308
O 4.62 -1.70 -0.65 -0.644
H 4.93 -1.24 0.15 0.323
H 3.76 -2.15 -0.37 0.321
O -4.33 -2.25 -0.51 -0.620
H -3.49 -2.08 -0.78 0.295
H -4.66 -1.50 0.00 0.325
O -0.43 3.81 -0.44 -0.631
H -0.57 3.19 -1.12 0.311
H -0.10 4.64 -0.81 0.320
```

=====

c) DFT (ωB97M-V/def2-TZVPD) results for H8O4 as an isolated structure.

highest occupied orbital energy	-9.299	eV
charge	0

The geometry in XYZ format:
```
12
Properties=species:S:1:pos:R:3:mulliken_charge:R:1
O 0.74 -0.30 -1.75 -0.815
H 0.37 0.09 -0.95 0.561
H 0.89 0.44 -2.33 0.224
O 0.84 0.16 1.37 -0.538
H 1.05 -0.47 2.05 0.327
H 1.68 0.55 1.13 0.320
O -0.31 0.47 -0.25 -0.698
H 0.42 0.41 0.37 0.370
H -0.64 1.36 -0.15 0.290
O -1.51 -1.25 0.22 -0.706
H -1.17 -0.51 -0.28 0.389
H -2.35 -0.95 0.55 0.277
```

=====

The data favor a); the next most stable structure lies 0.708 eV above it.

=====

a) DFT (ωB97M-V/def2-TZVPD) results for a 4-piece molecular cluster, H8O4 overall.

highest occupied orbital energy	-10.880	eV
charge	0
structure (SMILES)	O.O.O.O

The geometry in XYZ format:
```
12
Properties=species:S:1:pos:R:3:mulliken_charge:R:1
O 2.94 -2.09 0.31 -0.653
H 2.17 -1.54 0.14 0.329
H 2.68 -2.61 1.08 0.311
O -0.90 1.96 -2.08 -0.668
H -1.35 2.78 -1.90 0.308
H -1.51 1.46 -2.61 0.319
O -1.39 -0.98 2.00 -0.617
H -1.59 -1.11 1.08 0.313
H -2.25 -0.96 2.43 0.303
O 0.49 0.66 -0.06 -0.613
H 0.61 1.44 0.48 0.270
H 0.11 0.99 -0.87 0.397
```

=====

b) DFT (ωB97M-V/def2-TZVPD) results for a 4-piece molecular cluster, H8O4 overall.

highest occupied orbital energy	-11.291	eV
charge	0
structure (SMILES)	O.O.O.O

The geometry in XYZ format:
```
12
Properties=species:S:1:pos:R:3:mulliken_charge:R:1
O 0.71 -2.06 -0.19 -0.617
H 0.37 -2.92 -0.43 0.312
H -0.07 -1.52 -0.04 0.320
O -3.21 -0.97 -0.19 -0.644
H -3.12 -0.90 0.77 0.322
H -3.20 -1.92 -0.35 0.317
O 3.69 0.09 -0.21 -0.636
H 3.40 -0.77 0.11 0.315
H 3.60 0.67 0.56 0.311
O -0.59 3.71 -0.27 -0.634
H -0.28 2.80 -0.17 0.315
H -1.28 3.79 0.40 0.319
```

=====

The data favor a); the next most stable structure lies 0.213 eV above it.

=====

a) DFT (ωB97M-V/def2-TZVPD) results for a 4-piece molecular cluster, H8O4 overall.

highest occupied orbital energy	-10.596	eV
charge	0
structure (SMILES)	O.O.O.O

The geometry in XYZ format:
```
12
Properties=species:S:1:pos:R:3:mulliken_charge:R:1
O 0.98 -2.33 -0.36 -0.610
H 0.72 -3.03 -0.96 0.313
H 1.68 -2.71 0.17 0.307
O 0.08 1.35 3.25 -0.625
H -0.32 0.91 2.50 0.381
H 1.01 1.41 3.02 0.299
O -0.57 0.81 -2.73 -0.603
H -0.92 1.64 -2.41 0.312
H -0.28 1.01 -3.62 0.296
O -0.61 0.56 0.63 -0.690
H -0.61 -0.40 0.64 0.326
H -1.17 0.79 -0.11 0.293
```

=====

b) DFT (ωB97M-V/def2-TZVPD) results for a 4-piece molecular cluster, H8O4 overall.

highest occupied orbital energy	-10.871	eV
charge	0
structure (SMILES)	O.O.O.O

The geometry in XYZ format:
```
12
Properties=species:S:1:pos:R:3:mulliken_charge:R:1
O -1.35 0.44 -1.33 -0.730
H -1.94 1.18 -1.40 0.309
H -1.45 0.02 -0.41 0.413
O 1.26 0.35 -1.15 -0.714
H 0.45 0.67 -1.57 0.399
H 1.06 -0.58 -1.13 0.319
O 1.11 0.70 1.64 -0.736
H 1.31 0.78 0.66 0.413
H 1.92 0.22 1.97 0.322
O -0.86 -1.10 0.51 -0.637
H -0.28 -0.80 1.27 0.357
H -1.23 -1.86 0.93 0.286
```

=====

The data favor b); the next most stable structure lies 0.321 eV above it.